The following is a quantum chemistry calculation of a structure of composition C4H7NO2, from the Open Molecules 2025 dataset.

The geometry in ORCA input format:
```
! RIJCOSX wB97M-V def2-TZVPD def2/J DEFGRID3
* xyz 0 1
O 0.4677 -2.3795 -0.0596
O 2.3167 -0.1604 -0.2129
N -1.6744 0.7652 -0.4831
C 0.0100 -1.3187 -0.0838
C 0.5182 1.3841 -0.1016
C -1.7058 -0.5369 -0.6792
C 1.1776 0.3029 0.4224
H 2.4406 -1.0935 0.0140
H 1.1254 0.1221 1.4986
H -0.0157 2.0800 0.5257
H 0.7949 1.7041 -1.1043
H -2.2436 -1.1507 0.0483
H -1.5125 1.2451 -1.3654
H -1.6591 -0.9799 -1.6833
*
```

Output
ΔE to the lowest compared entry with this formula, charge and spin	109.0	kcal/mol
frontier orbital gap	9.458	eV

***

The following is a quantum chemistry calculation of a cluster of 3 separate species, C5H14O2 in total, from the Open Molecules 2025 dataset.

The geometry in ORCA input format:
```
! RIJCOSX wB97M-V def2-TZVPD def2/J DEFGRID3
* xyz 0 1
O 1.6753 -2.4391 -0.9418
O -0.9977 -0.7593 -4.5072
C -0.4446 0.7512 0.1115
C -0.1675 0.4524 1.5537
C -1.3479 -0.0232 2.3405
C 0.5110 1.6788 -0.6109
C 1.0140 0.6893 2.1142
H -1.0576 -0.2573 3.3591
H -2.1338 0.7263 2.3179
H 2.0830 -3.3035 -0.8670
H -1.7408 -0.9416 1.9017
H 1.8501 1.0603 1.5458
H -0.4794 -0.1729 -0.4951
H -1.4579 1.1508 -0.0147
H 0.2210 1.7158 -1.6560
H 0.4864 2.6663 -0.1629
H 1.2459 0.5300 3.1617
H -1.6232 -1.4853 -4.6219
H 1.2224 -2.2622 -0.1107
H -0.3831 -1.0531 -3.8273
H 1.5244 1.2763 -0.5908
*
```

Output
ΔE to the lowest compared entry with this formula, charge and spin	12.2	kcal/mol
frontier orbital gap	9.997	eV

***

The following is a quantum chemistry calculation of the ion C28H32FO3 with charge -1, from the Open Molecules 2025 dataset.

The geometry in ORCA input format:
```
! RIJCOSX wB97M-V def2-TZVPD def2/J DEFGRID3
* xyz -1 1
F -0.1300 0.9162 -4.9402
O 3.7416 6.7536 0.7843
O -1.2234 -4.3071 1.0000
O 1.4820 1.7002 0.1649
C -1.6859 -3.4916 3.7590
C 0.7008 -3.8576 3.2124
C 3.1738 5.5263 0.5916
C -0.5743 1.5328 -3.7956
C -0.7436 -4.7004 -1.9015
C -0.4173 -2.8018 3.2229
C -0.0242 -1.7303 4.2292
C -1.4533 2.6032 -3.8880
C 1.4883 3.8866 1.3371
C 3.4932 4.6530 -0.4840
C 2.1908 5.0781 1.5319
C -1.9231 3.1650 -2.7003
C 1.8526 3.0083 0.2892
C -1.7789 -3.5926 -1.6423
C 2.7768 3.4699 -0.6590
C -3.0793 -4.3232 -1.2444
C -0.1335 1.0212 -2.5774
C -0.6040 1.6234 -1.3981
C -2.0736 -2.9418 -2.9882
C -0.5680 -2.1836 1.8113
C -0.8810 -1.2393 -0.8035
C -1.0309 -3.0871 0.7612
C -0.2557 -0.4041 0.1565
C -0.1634 1.1379 -0.0417
C -0.1805 -0.8943 1.4716
C 4.6824 7.3910 -0.1239
C -1.5010 2.6897 -1.4580
C -1.2359 -2.5780 -0.5903
H -1.9749 -4.3354 3.1254
H -1.8893 3.0903 -0.5196
H 0.1111 -2.2011 5.2145
H 0.7365 3.5898 2.0688
H -3.9059 -3.6227 -1.0913
H -0.5726 -5.2933 -0.9997
H 2.9169 2.8106 -1.5117
H 0.4974 0.1307 -2.5389
H -0.8099 -0.9712 4.3086
H -1.1811 -2.4541 -3.3998
H 0.0460 -0.1807 2.2751
H 4.3057 4.8821 -1.1884
H 1.6289 -3.4196 2.8285
H -2.8954 -2.2163 -2.9121
H 0.4299 -4.6997 2.5685
H 4.3087 7.4611 -1.1432
H -1.2341 -0.7758 -1.7330
H -3.3587 -5.0043 -2.0635
H -1.1164 -5.3550 -2.7012
H -1.7884 2.9469 -4.8607
H 0.8666 -4.2161 4.2359
H -2.5218 -2.7854 3.8063
H -2.3846 -3.7398 -3.6820
H -1.4776 -3.8601 4.7740
H 4.7916 8.3896 0.2920
H -2.9534 -4.9142 -0.3356
H 5.6478 6.8881 -0.1256
H 0.2104 -4.2631 -2.2118
H 2.0101 5.7049 2.4187
H -2.6468 3.9736 -2.7267
H 0.9181 -1.2569 3.9355
H -0.6363 1.6737 0.8067
*
```

Output
frontier orbital gap	5.962	eV

***

The following is a quantum chemistry calculation of a structure of composition C5H15Cl2MgN4O3, from the Open Molecules 2025 dataset.

The geometry in ORCA input format:
```
! RIJCOSX wB97M-V def2-TZVPD def2/J DEFGRID3
* xyz -1 1
Cl -6.7646 -21.1720 45.8828
Cl -10.7267 -20.3494 44.4533
Mg -8.4498 -20.8589 44.3110
O -8.9616 -22.9341 44.1674
O -8.0694 -18.5627 44.5186
O -7.5269 -20.7944 42.6163
N -8.9120 -16.5269 44.5449
N -8.6956 -25.1245 44.4900
N -7.3885 -24.0380 43.2713
N -7.2445 -17.0761 43.2450
C -7.9872 -17.4284 44.2084
C -5.2507 -20.5072 42.0388
C -6.6898 -20.6604 41.5061
C -6.7538 -21.8636 40.6170
C -8.3546 -23.9523 44.0457
H -4.6951 -20.0961 41.1960
H -8.2598 -25.8648 43.9589
H -5.1452 -19.7618 42.8271
H -9.0725 -15.6654 44.0428
H -6.2265 -21.6309 39.6919
H -7.7568 -22.0722 40.2450
H -6.2631 -22.6961 41.1213
H -7.3838 -23.1313 42.8264
H -9.6373 -25.1014 44.8545
H -6.8872 -19.7160 40.9990
H -9.6566 -16.8513 45.1452
H -7.5234 -16.3147 42.6429
H -6.9162 -24.7842 42.7812
H -4.7259 -21.4593 42.1161
H -6.6892 -17.8131 42.8347
*
```

Output
ΔE to the lowest compared entry with this formula, charge and spin	61.3	kcal/mol
frontier orbital gap	7.429	eV

***

The following is a quantum chemistry calculation of a structure of composition C37H45N5O4PRuS2, from the Open Molecules 2025 dataset.

The geometry in ORCA input format:
```
! RIJCOSX wB97M-V def2-TZVPD def2/J DEFGRID3
* xyz 0 2
Ru 0.6104 0.4915 -0.4465
S 3.0391 -0.7219 0.4325
S 1.5827 2.0298 1.4801
P -1.9474 0.5209 -0.7063
O 0.9527 -3.9336 -0.3540
O -0.9627 0.5049 -2.3872
O 0.8400 -1.8292 -1.0271
O -0.3822 4.6519 -2.4068
N 2.7351 -3.9774 1.7220
N 0.3167 2.8219 -1.3419
N 2.6364 -6.0386 2.7883
N 2.5008 -5.8621 0.4742
N 0.1031 -1.0139 1.5300
C 6.0128 1.3430 2.1054
C -2.2528 1.5880 3.2493
C -4.9120 3.1931 -1.4118
C -2.9205 4.3566 -2.0149
C -3.1214 -0.7111 -1.3666
C 3.6949 2.1798 -1.7530
C -4.0846 -2.9219 -1.2587
C -3.3881 0.9746 3.7572
C -0.0519 -3.4381 2.2245
C 0.9941 -3.2274 3.3282
C 5.2701 0.3600 1.4939
C -4.5520 -1.5099 -3.1331
C -4.7132 -2.7167 -2.4746
C -4.2934 4.3310 -1.9060
C -0.1551 -2.3743 1.1095
C 1.5439 3.5347 -1.6767
C 3.2718 1.7057 1.7160
C 4.0404 2.6797 2.3614
C 3.9008 0.5233 1.2779
C -2.1218 3.2653 -1.6404
C 5.3934 2.5104 2.5446
C -4.1387 2.1047 -1.0633
C -1.9200 1.4181 1.9184
C 1.0193 4.8205 -2.3635
C 2.6031 -5.2910 1.6707
C 1.8567 1.6009 -3.3091
C 2.5379 2.7439 -2.5680
C -3.8519 0.0630 1.5809
C -2.7494 2.1017 -1.1838
C -0.9662 -0.1326 -3.6254
C -2.7030 0.6503 1.0605
C -3.3079 -1.9209 -0.7088
C -0.6809 3.4884 -1.7707
C -3.7523 -0.5202 -2.5929
C -4.1867 0.2189 2.9164
C 0.6420 -2.7328 -0.2092
C 2.4658 -3.1523 2.8767
H 2.7319 -2.1370 2.5742
H 2.6554 -7.0394 2.7156
H -1.6225 2.1875 3.8904
H 0.0265 -0.5329 -3.8590
H 5.7288 -0.5504 1.1390
H -4.8760 5.1908 -2.2042
H 2.5832 -3.4999 0.8345
H 3.3204 1.3571 -1.1411
H -1.0164 -3.4905 2.7388
H 5.9725 3.2793 3.0362
H -1.1871 -2.4079 0.7429
H -1.2364 0.5972 -4.4051
H -2.8567 -2.0732 0.2602
H -1.0247 1.8832 1.5074
H 3.5403 3.5762 2.6982
H 4.4714 1.7894 -2.4086
H 1.3896 4.9458 -3.3861
H 0.8748 -4.0621 4.0251
H -5.9859 3.1609 -1.2895
H -1.6809 -0.9635 -3.6609
H 3.1190 -3.4338 3.7099
H 1.0198 -0.9138 1.9630
H 2.3573 -6.8547 0.4021
H 4.1392 2.9261 -1.0975
H 0.7676 -2.3134 3.8799
H -5.0395 -1.3451 -4.0819
H 2.9418 3.4483 -3.3071
H 2.8942 -5.6274 3.6674
H -4.1900 -3.8633 -0.7386
H 1.5262 0.8306 -2.5855
H 1.2355 5.7250 -1.7868
H -4.5045 -0.5229 0.9479
H 7.0752 1.2067 2.2400
H 0.9911 1.9536 -3.8640
H 2.5545 1.1336 -4.0003
H -0.6124 -0.6523 2.1551
H 2.0556 -5.2532 -0.2306
H -4.6267 1.2208 -0.6813
H -3.6464 1.0836 4.8018
H 0.1078 -4.3994 1.7277
H -2.4420 5.2460 -2.3948
H -3.6197 0.4135 -3.1195
H -5.0807 -0.2520 3.3035
H -5.3254 -3.4936 -2.9049
H 2.0465 3.7762 -0.7319
*
```

Output
ΔE to the lowest compared entry with this formula, charge and spin	128.2	kcal/mol
frontier orbital gap (alpha / beta)	5.701 / 6.537	eV

***

The following is a quantum chemistry calculation of a structure of composition C42H30Cl5N2O2P2Tc, from the Open Molecules 2025 dataset.

The geometry in ORCA input format:
```
! RIJCOSX wB97M-V def2-TZVPD def2/J DEFGRID3
* xyz 1 2
Tc -0.7596 0.0247 0.6686
Cl -4.5323 0.2250 2.0615
Cl 0.1928 3.3332 4.6750
Cl -2.7528 3.7307 5.7408
Cl 0.6075 1.3552 2.1723
Cl -5.0864 2.2084 4.3617
P -0.3435 -2.0030 1.9105
P -0.0062 0.4803 -2.8847
O -3.9115 0.7445 -2.1629
O -2.1670 -1.2590 -0.2061
N 1.1099 -0.9172 -0.1051
N -1.1044 2.0353 -0.3554
C 3.2422 -1.5148 0.3899
C 0.4643 -5.3075 -0.3936
C -0.4641 -3.5099 0.9076
C -0.8052 1.8267 -6.6184
C 1.2998 -0.8223 -2.6385
C -1.4731 -0.5293 -2.4423
C -2.0522 -0.3285 -1.0790
C 0.2740 -0.2961 -6.9464
C -3.0286 0.8506 -1.0417
C 0.6410 -4.1592 0.3664
C -4.7344 -0.3173 -2.0713
C -2.6308 3.2572 -1.7399
C -0.7160 1.6546 -5.2462
C 1.9735 -1.3316 0.8981
C -1.6194 -1.5266 4.3328
C -1.9518 1.0453 2.1483
C -1.8004 4.3671 -1.7077
C -2.0880 -3.1970 5.9911
C -1.0644 -2.4966 3.5004
C -1.9143 -5.1601 -0.0862
C -1.7445 -4.0186 0.6789
C -1.1419 2.5638 3.9238
C -3.3108 -1.9867 -3.2475
C -3.2304 1.1881 2.6715
C -0.9654 1.7442 2.8316
C -0.3028 0.8528 -7.4691
C -4.4642 -1.5518 -2.5514
C -3.4886 2.0291 3.7645
C 3.1677 -1.2371 -0.9848
C -0.3094 3.1052 -0.3372
C 1.4395 -1.7452 2.2357
C -2.0654 -1.3702 -3.3526
C -0.6146 4.2827 -0.9976
C -1.0231 -3.8236 3.9265
C -0.8090 -5.8050 -0.6250
C -2.1285 -1.8751 5.5744
C -0.1314 0.5060 -4.7083
C -2.2411 2.1216 -1.0572
C -2.4482 2.7190 4.3906
C 0.3629 -0.4706 -5.5735
C -1.5339 -4.1673 5.1674
C 1.8488 -0.9090 -1.2588
H -5.2872 -2.2536 -2.4910
H 2.1114 -0.5862 -3.3264
H -0.5974 -4.5871 3.2873
H 3.9580 -1.3273 -1.7147
H -2.0698 5.2757 -2.2297
H -1.0866 2.4201 -4.5735
H -5.6917 -0.1065 -1.6032
H -2.5997 -3.5174 1.1152
H 4.1081 -1.8362 0.9483
H 0.6581 -1.0572 -7.6132
H -3.5580 3.2456 -2.2958
H -2.9098 -5.5516 -0.2550
H -2.4870 -3.4709 6.9589
H 0.0802 5.1096 -0.9619
H 1.3294 -5.8142 -0.8013
H -0.9406 -6.6991 -1.2211
H -2.5578 -1.1142 6.2138
H 1.6407 -3.7757 0.5185
H 0.8735 -1.7869 -2.9303
H 1.9290 -2.6495 2.6018
H -1.6546 -0.4991 4.0020
H -1.2583 2.7218 -7.0247
H 0.8329 -1.3669 -5.1864
H 1.5319 -0.9872 3.0161
H -3.5920 0.7822 -0.1083
H -3.4410 -2.8811 -3.8492
H -1.4952 -1.6122 -4.2462
H -0.3507 0.9955 -8.5406
H -1.4998 -5.1981 5.4953
H 0.6206 3.0198 0.2063
*
```

Output
frontier orbital gap (alpha / beta)	4.577 / 4.995	eV

***

The following is a quantum chemistry calculation of a cluster of 7 separate species, C29H72N4O7 in total, from the Open Molecules 2025 dataset.

The geometry in ORCA input format:
```
! RIJCOSX wB97M-V def2-TZVPD def2/J DEFGRID3
* xyz 0 1
O -2.6429 -5.2938 1.2034
O -1.0201 3.9820 1.3004
O 1.3273 -0.5504 -0.0790
O -4.1309 -0.9146 -3.5704
O 2.8554 1.6950 4.9950
O 2.0249 1.9928 -1.3415
O 8.0175 2.6636 2.3535
N -1.4916 6.7469 -1.0207
N 6.2243 -0.4791 2.0407
N -4.1547 0.3610 -2.9535
N -1.2689 -5.3829 0.8687
C -0.9500 4.7407 0.1211
C -3.6561 2.9119 -1.9202
C -1.8791 0.2834 -1.9984
C -1.1287 -7.4733 2.0519
C 6.4245 0.9670 1.8980
C 2.7225 3.1950 -0.9981
C -0.1500 2.8739 1.2523
C -3.8280 -0.7540 -0.8101
C -1.8847 -4.3784 -1.3380
C 5.2103 1.6889 2.4244
C -4.5470 2.7274 -3.1473
C 1.7527 0.9218 4.5642
C -3.7026 1.7015 -1.0086
C 1.4936 -0.4806 1.3295
C -0.9375 -4.3400 -0.1090
C -4.3087 1.4346 -3.9168
C -2.5779 6.3636 1.1301
C -1.0813 -2.9871 0.5956
C -0.8171 -6.7667 0.7343
C 9.0772 3.1374 3.1544
C -5.5580 1.1959 -4.7682
C -3.1044 1.6128 -4.8457
C -1.3070 6.2077 0.3222
C -1.5364 -7.5493 -0.3829
C 0.6806 -6.7399 0.5150
C 1.0567 -5.8887 -0.6772
C 7.6850 1.3418 2.6354
C -3.3844 0.3880 -1.7080
C 0.5243 -4.4706 -0.5646
H 9.1527 4.2133 3.0178
H 3.4355 1.2288 5.6003
H -2.1442 1.6885 -4.3380
H -2.9295 1.8056 -0.2340
H 1.3075 1.3311 3.6662
H -3.2856 -1.6738 -1.0254
H 1.9584 1.9824 -2.3004
H -0.8334 -2.2107 -0.1300
H -0.3427 2.2777 2.1424
H 1.5690 0.2881 -0.4908
H -2.6273 7.2784 1.7228
H -4.6664 1.6837 -0.4941
H -5.6014 2.8878 -2.9126
H -3.4920 6.3763 0.5255
H 1.1507 -6.3264 1.4150
H 2.1217 -5.8587 -0.9149
H -1.7421 7.7274 -0.9893
H 1.4348 -1.4947 1.7190
H -2.1103 -2.8359 0.9251
H -3.9524 3.8214 -1.3838
H -0.6717 6.6628 -1.6092
H 7.5691 1.1178 3.7072
H -1.1738 -8.5791 -0.3510
H 0.1003 4.7780 -0.2181
H 2.0938 -0.0973 4.3413
H -5.7059 2.0048 -5.4762
H 0.6071 -3.9805 -1.5416
H 4.2519 1.2746 2.1089
H -1.4266 1.2678 -2.1646
H -2.6350 3.1957 -2.2032
H -6.4186 1.0439 -4.1130
H 1.0435 -7.7611 0.3755
H -5.4547 0.2281 -5.2682
H -0.4764 6.6954 0.8455
H -0.4295 -2.9113 1.4650
H -2.7847 -4.9531 -1.1297
H -2.7126 5.4955 1.7757
H 5.2621 2.7440 2.1507
H 0.8987 3.1951 1.2879
H -3.0036 0.7414 -5.5028
H 5.1961 1.6593 3.5161
H -2.6091 -7.5699 -0.1947
H -1.4043 -4.8086 -2.2233
H 6.9729 -1.0427 1.6687
H -1.2886 -0.2145 -1.2260
H 5.3255 -0.7966 1.7165
H -1.7133 -0.2580 -2.9332
H 2.8828 3.2953 0.0695
H 0.6161 -6.3360 -1.5785
H -1.5762 4.3059 -0.6626
H 6.5988 1.1570 0.8299
H -4.3074 3.5948 -3.7771
H -2.1694 -3.3783 -1.6708
H -0.7135 -8.4818 2.0616
H 8.4497 0.5963 2.3355
H -3.2706 2.4791 -5.4890
H -3.6247 -0.4655 0.2228
H -4.8810 -1.0310 -0.8939
H -4.9266 -1.3512 -3.2544
H -0.3222 2.3049 0.3317
H 2.5076 -0.1348 1.5624
H 3.6675 3.2727 -1.5384
H 1.0227 0.8345 5.3747
H 2.0992 4.0420 -1.3081
H 0.7174 0.1664 1.7398
H 10.0297 2.6951 2.8292
H -2.6341 -5.1405 2.1528
H 8.9523 2.9035 4.2154
H 1.1529 -3.8072 0.0414
H -0.5845 -6.9405 2.8427
H -2.1898 -7.4616 2.2724
H -1.3412 -7.1266 -1.3663
*
```

Output
ΔE to the lowest compared entry with this formula, charge and spin	0.0	kcal/mol
frontier orbital gap	8.320	eV

***

The following is a quantum chemistry calculation of the molecule C3H3N3, from the Open Molecules 2025 dataset.

The geometry in ORCA input format:
```
! RIJCOSX wB97M-V def2-TZVPD def2/J DEFGRID3
* xyz 0 1
N -1.7465 1.2264 0.0399
N 1.2872 -0.6328 0.0744
N 1.9293 0.6351 0.0550
C -0.6261 0.7026 0.0536
C 0.0111 -0.5349 -0.0323
C 1.3639 1.7414 -0.0875
H -2.5630 0.7802 -0.4842
H 2.9071 0.6517 0.2332
H -0.3590 -1.5596 0.1229
*
```

Output
ΔE to the lowest compared entry with this formula, charge and spin	139.6	kcal/mol
frontier orbital gap (alpha / beta)	7.104 / 7.103	eV

***

Let's list strongest force on any atom in order: 0.025 0.020 0.039 0.176 0.055 0.067 0.036 0.071 hartree/bohr.
Let's list total energy in order: -361.70709 -349.35635 -1411.73115 -1764.98854 -3244.23507 -4942.62707 -1893.64621 -280.15833 hartree.